Run P
Formula: C6H37NO12
Source: OMol25
Level of theory: ωB97M-V with the def2-TZVPD basis set

Geometry as ORCA input:
```
! RIJCOSX wB97M-V def2-TZVPD def2/J DEFGRID3
* xyz 0 1
C 0.523 -1.660 0.777
C -0.094 -3.048 1.257
C -1.428 -3.040 2.062
C -4.889 -1.551 0.781
C -3.775 -2.164 1.545
C -2.484 -2.268 1.256
N 0.247 -1.416 -0.670
H 0.158 -0.868 1.455
H 1.740 -1.639 0.903
H 0.317 -3.751 0.446
H 0.712 -3.550 2.045
H -1.732 -4.099 2.292
H -1.457 -2.534 3.086
H -4.409 -0.789 0.016
H -5.633 -2.212 0.412
H -5.612 -0.808 1.363
H -4.203 -2.489 2.456
H -2.070 -1.530 0.474
H 0.294 -0.430 -0.782
H -0.719 -1.781 -0.682
H 0.002 4.229 -3.054
H -0.947 3.140 -2.912
O -0.616 3.828 -2.423
H 3.384 -1.091 2.246
H 4.315 -0.116 2.434
O 3.405 -0.139 2.242
H -3.124 3.424 -1.217
H -3.758 1.985 -1.790
O -3.296 2.861 -1.918
H 1.475 1.714 3.986
H 2.185 1.147 2.854
O 1.350 1.267 3.285
H 2.981 -0.758 -1.277
H 2.249 -2.001 -1.407
O 3.175 -1.649 -1.477
H 3.160 -2.625 0.822
H 3.053 -3.530 1.960
O 3.537 -2.685 1.695
H 3.399 2.034 -1.239
H 2.046 1.728 -1.900
O 2.959 1.395 -1.930
H 2.588 -0.404 -3.890
H 1.408 -1.321 -3.887
O 1.929 -0.762 -4.402
H 0.199 2.387 1.664
H -0.018 1.052 2.191
O -0.479 1.669 1.553
H 1.409 4.078 -1.346
H 0.681 2.951 -0.375
O 1.485 3.458 -0.637
H -2.554 3.669 1.078
H -2.073 2.139 0.813
O -2.563 2.880 0.528
H 0.791 1.614 -3.566
H 0.495 1.872 -5.040
O 0.282 2.188 -4.152
*
```

Summary:
Molar mass in g/mol: 315.36
LUMO in eV: 0.1950
Orbital gap in eV: 9.594


Run Q
Formula: C6H37NO12
Source: OMol25
Level of theory: ωB97M-V with the def2-TZVPD basis set

Geometry as ORCA input:
```
! RIJCOSX wB97M-V def2-TZVPD def2/J DEFGRID3
* xyz 0 1
C 2.413 -0.476 0.649
N 1.222 -0.972 1.310
C 1.022 -0.633 2.707
O 0.775 0.687 3.123
C 2.947 -1.359 -0.470
C 2.967 -0.653 -1.837
C 1.726 -0.250 -2.559
C 0.911 -1.518 -2.728
H 2.397 0.583 0.410
H 3.283 -0.420 1.407
H 0.368 -0.909 0.781
H 1.907 -0.840 3.309
H 0.099 -1.210 2.975
H 0.750 1.418 2.498
H 2.551 -2.404 -0.505
H 3.971 -1.618 -0.281
H 3.439 0.305 -1.514
H 3.723 -1.201 -2.363
H 1.740 0.324 -3.565
H 1.160 0.276 -1.749
H 1.308 -2.084 -3.593
H -0.231 -1.389 -2.942
H 0.880 -2.138 -1.782
H -1.800 -1.115 1.797
H -3.201 -1.286 2.213
O -2.634 -0.678 1.722
H -3.297 -2.583 -0.690
H -2.876 -1.398 0.141
O -2.734 -1.809 -0.742
H -0.297 3.536 -2.046
H -0.662 2.064 -2.264
O 0.035 2.709 -2.433
H -0.992 -3.133 2.155
H -2.026 -3.530 3.269
O -1.826 -2.921 2.584
H 1.027 3.292 2.022
H 0.658 3.043 0.500
O 0.958 2.631 1.329
H -1.870 1.014 2.384
H -1.411 2.112 3.266
O -2.166 1.897 2.730
H -3.821 2.022 0.762
H -3.834 1.824 -0.791
O -4.320 2.149 -0.031
H 1.968 2.892 -2.100
H 3.429 2.996 -2.546
O 2.700 3.488 -2.192
H -1.289 2.315 0.378
H -2.311 3.403 0.242
O -1.501 3.058 -0.172
H -2.703 -0.512 -1.866
H -1.636 0.305 -2.527
O -2.383 0.451 -1.902
H -0.016 -3.309 0.098
H -0.476 -4.602 0.534
O -0.024 -3.845 0.891
*
```

Summary:
SMILES string: CCCCCNCO.O.O.O.O.O.O.O.O.O.O.O
Molar mass in g/mol: 315.36
LUMO in eV: -0.0915
Orbital gap in eV: 9.181


Which of them is most stable? Easy: run Q.


Run P
Formula: C4H5O2S
Source: OMol25
Level of theory: ωB97M-V with the def2-TZVPD basis set

Geometry as ORCA input:
```
! RIJCOSX wB97M-V def2-TZVPD def2/J DEFGRID3
* xyz -1 1
C -1.981 0.734 0.585
C -0.848 -0.193 0.095
C 0.626 0.285 0.108
C 1.581 -0.334 -0.865
O -3.046 0.106 0.568
O -1.679 1.891 0.816
S 0.211 -0.896 1.431
H -1.124 -1.035 -0.493
H 0.769 1.169 0.765
H 1.680 0.215 -1.708
H 1.269 -1.322 -0.957
H 2.543 -0.620 -0.345
*
```

Summary:
SMILES string: C[C@@H]1S[C@H]1C(=O)[O-]
Molar mass in g/mol: 117.15
LUMO in eV: 3.4885
Orbital gap in eV: 7.484


Run Q
Formula: C4H5O2S
Source: OMol25
Level of theory: ωB97M-V with the def2-TZVPD basis set

Geometry as ORCA input:
```
! RIJCOSX wB97M-V def2-TZVPD def2/J DEFGRID3
* xyz -1 1
C -0.506 0.952 -0.111
C -1.118 -0.372 -0.613
C 0.783 1.116 -0.008
C -1.482 -1.153 0.355
O 1.778 -1.233 -0.282
O 3.228 0.551 0.337
S 2.190 0.134 -0.670
H -1.150 1.548 0.405
H -1.399 -0.605 -1.650
H 1.091 2.050 0.536
H -1.395 -0.906 1.448
H -2.022 -2.084 0.253
*
```

Summary:
Molar mass in g/mol: 117.15
LUMO in eV: 4.0640
Orbital gap in eV: 7.332


Which of them is most stable? Easy: run P.


Run P
Formula: C9H8N2
Source: OMol25
Level of theory: ωB97M-V with the def2-TZVPD basis set

Geometry as ORCA input:
```
! RIJCOSX wB97M-V def2-TZVPD def2/J DEFGRID3
* xyz 0 1
C 3.086 0.009 -0.018
C 2.299 -1.135 -0.401
C 0.964 -1.106 -0.373
C 0.276 0.121 -0.131
C 1.020 1.291 0.148
C 2.454 1.209 0.268
C -1.203 0.163 -0.166
C -3.299 -0.262 0.556
C -3.309 0.356 -0.632
H 4.397 -0.255 -0.178
H 2.873 -2.024 -0.491
H 0.237 -2.035 -0.702
H 0.390 2.264 0.364
H 3.205 2.088 0.473
H -1.477 -0.763 1.693
H -3.882 -0.823 1.121
H -4.004 0.675 -1.291
N -1.974 -0.433 0.811
N -2.052 0.660 -1.052
*
```

Summary:
Molar mass in g/mol: 144.18
LUMO in eV: 0.8200
Orbital gap in eV: 9.578


Run Q
Formula: C9H8N2
Source: OMol25
Level of theory: ωB97M-V with the def2-TZVPD basis set

Geometry as ORCA input:
```
! RIJCOSX wB97M-V def2-TZVPD def2/J DEFGRID3
* xyz 0 1
C -3.333 -0.457 -0.028
C -2.247 0.314 0.259
C -1.670 -1.577 -0.625
C 0.192 -0.026 0.029
C 0.936 -0.577 0.935
C 2.329 -0.166 1.064
C 2.877 0.851 0.233
C 1.988 1.313 -0.787
C 0.768 0.961 -0.909
H -4.481 -0.238 0.230
H -1.989 1.232 0.595
H -1.082 -2.294 -0.963
H 0.547 -1.376 1.858
H 2.958 -0.382 1.983
H 3.900 1.004 0.217
H 2.286 2.084 -1.664
H 0.121 1.418 -1.655
N -1.158 -0.408 -0.181
N -2.943 -1.676 -0.588
*
```

Summary:
SMILES string: c1ccc(-n2ccnc2)cc1
Molar mass in g/mol: 144.18
LUMO in eV: 0.7208
Orbital gap in eV: 9.635


Which of them is most stable? Easy: run P.


Run P
Formula: C2F2INO2
Source: OMol25
Level of theory: ωB97M-V with the def2-TZVPD basis set

Geometry as ORCA input:
```
! RIJCOSX wB97M-V def2-TZVPD def2/J DEFGRID3
* xyz 0 1
C 0.352 0.807 -0.095
C -0.650 -0.493 0.120
N 1.581 0.298 -0.005
O -0.029 1.902 0.140
O 2.377 -0.221 -0.701
F -0.421 -0.991 1.348
F -0.498 -1.496 -0.719
I -2.712 0.194 -0.088
*
```

Summary:
SMILES string: O=NC(=O)C(F)(F)I
Molar mass in g/mol: 234.93
LUMO (alpha / beta) in eV: -1.9914 / -1.9903
Orbital gap (alpha / beta) in eV: 8.091 / 8.101


Run Q
Formula: C2F2INO2
Source: OMol25
Level of theory: ωB97M-V with the def2-TZVPD basis set

Geometry as ORCA input:
```
! RIJCOSX wB97M-V def2-TZVPD def2/J DEFGRID3
* xyz 0 1
C -1.373 1.243 -0.569
C 0.447 -0.984 0.591
N 1.462 -0.268 0.800
O -2.236 0.530 -0.803
O -0.500 1.990 -0.444
F -0.021 -1.691 -0.455
F -0.546 -1.148 1.470
I 2.767 0.327 -0.591
*
```

Summary:
SMILES string: FC(F)=NI.O=C=O
Molar mass in g/mol: 234.93
LUMO in eV: -0.5430
Orbital gap in eV: 9.431


Which of them is most stable? Easy: run Q.


Run P
Formula: CH4ClOPS
Source: OMol25
Level of theory: ωB97M-V with the def2-TZVPD basis set

Geometry as ORCA input:
```
! RIJCOSX wB97M-V def2-TZVPD def2/J DEFGRID3
* xyz 0 1
C -0.147 1.093 -1.499
O 1.658 -0.873 1.572
P -1.130 0.146 -0.432
S -1.854 0.533 1.295
Cl -1.416 -1.615 -1.325
H 2.229 -1.187 2.334
H -0.032 0.833 -2.529
H -0.077 2.167 -1.261
H 0.770 -1.097 1.844
*
```

Summary:
SMILES string: C=P(=S)Cl.O
Molar mass in g/mol: 130.54
LUMO in eV: -0.2458
Orbital gap in eV: 8.626


Run Q
Formula: CH4ClOPS
Source: OMol25
Level of theory: ωB97M-V with the def2-TZVPD basis set

Geometry as ORCA input:
```
! RIJCOSX wB97M-V def2-TZVPD def2/J DEFGRID3
* xyz 0 1
C -1.992 1.533 0.076
O 2.888 -1.815 0.198
P -1.063 0.193 -0.355
S 0.582 -0.033 -1.360
Cl -1.532 -1.267 0.841
H 3.548 -1.215 -0.263
H -2.847 1.428 0.581
H -1.668 2.503 -0.093
H 2.084 -1.326 0.375
*
```

Summary:
SMILES string: C=P(=S)Cl.O
Molar mass in g/mol: 130.54
LUMO in eV: -0.8447
Orbital gap in eV: 8.311


Which of them is most stable? Easy: run P.